No. 1
C4H4BBrO2S | ωB97M-V/def2-TZVPD

**SMILES string**: OB(O)c1ccsc1Br
**Calculated total energy**: -3302.40753 a.u.
**Gap between HOMO and LUMO**: 8.6024 eV
**ΔE to the lowest compared entry with this formula, charge and spin**: 0.0 kcal/mol
**Charge**: 0

Each line ends with the Löwdin charge.
CARTESIAN COORDINATES (ANGSTROEM)
O  -0.5306  -0.0454  1.4832  0.26
B  0.6898  -0.0013  1.0191  -0.72
O  1.7319  -0.0429  1.9096  0.15
C  0.9112  0.0663  -0.5330  -0.11
C  -0.1554  0.0179  -1.4848  -0.20
C  0.2045  0.0624  -2.7673  -0.45
S  1.8942  0.0976  -2.9900  0.97
C  2.2832  0.1694  -1.3382  -0.99
Br  3.8852  0.1202  -0.4312  0.78
H  -0.7374  0.2349  2.2967  0.05
H  1.5073  -0.1670  2.7852  0.06
H  -1.2204  -0.0950  -1.3021  0.12
H  -0.5121  -0.2756  -3.4835  0.07

=====

No. 2
C4H21INO6 | ωB97M-V/def2-TZVPD

**Calculated total energy**: -968.68622 a.u.
**Gap between HOMO and LUMO**: 7.3302 eV
**ΔE to the lowest compared entry with this formula, charge and spin**: 198.1 kcal/mol
**Charge**: -1

Each line ends with the Löwdin charge.
CARTESIAN COORDINATES (ANGSTROEM)
I  0.4315  -1.1474  1.3931  1.52
C  -0.8368  0.4954  -1.0749  -0.09
C  0.6246  0.7025  -1.4904  -0.41
C  0.8452  1.9532  -2.3419  -0.19
O  0.1791  1.7302  -3.6145  -0.21
C  -0.8636  2.6711  -3.9356  -0.11
N  1.4420  0.6047  -0.2233  -0.09
H  -1.1220  -0.4417  -0.5969  -0.02
H  -1.3561  0.4781  -2.0331  0.07
H  -1.1872  1.3748  -0.5345  0.10
H  0.8109  -0.1469  -2.1476  0.13
H  1.8896  2.1004  -2.6169  0.11
H  0.6551  2.8856  -1.8104  0.12
H  -1.1214  2.4097  -4.9619  0.08
H  -0.5333  3.7098  -3.9238  0.08
H  -1.7075  2.5052  -3.2660  0.08
H  0.9884  -0.1365  0.2915  -0.39
H  2.3462  0.2566  -0.5083  0.05
O  -1.6823  -2.0545  3.1217  -0.16
H  -1.1029  -1.6633  2.4679  -0.22
H  -1.6557  -1.4465  3.8605  0.03
O  0.5714  -2.9588  3.5240  -0.17
H  1.2455  -2.7058  4.1547  0.02
H  0.4524  -2.1832  2.9758  -0.24
O  3.2357  -1.7414  1.5228  -0.17
H  2.3344  -1.4569  1.3712  -0.25
H  3.2276  -2.6784  1.3276  0.02
O  -1.1687  0.5444  3.0227  -0.15
H  -0.8207  -0.0235  2.3353  -0.21
H  -0.4323  1.1052  3.2664  0.03
O  -2.1390  -1.6680  0.4416  -0.17
H  -1.1837  -1.7283  0.4333  -0.19
H  -2.3667  -1.3459  -0.4305  0.02

=====

No. 3
C3H5IN2 | ωB97M-V/def2-TZVPD

**SMILES string**: Cc1cn(I)[nH]1
**Calculated total energy**: -524.35931 a.u.
**Gap between HOMO and LUMO**: 8.5183 eV
**ΔE to the lowest compared entry with this formula, charge and spin**: 70.6 kcal/mol
**Charge**: 0

Each line ends with the Löwdin charge.
CARTESIAN COORDINATES (ANGSTROEM)
C  -0.0913  1.6975  0.1328  -0.03
C  0.0812  0.1937  0.2174  -0.37
C  0.9182  -0.7910  0.6613  0.00
N  0.2626  -1.6959  -0.5679  -0.45
I  -0.8321  -3.4848  0.0561  0.54
N  -0.5693  -0.5332  -0.7762  -0.09
H  -0.4972  2.0265  1.1741  0.11
H  0.8273  2.1129  0.0005  0.03
H  -0.9583  1.9394  -0.6116  0.12
H  1.4707  -1.2274  1.4171  0.05
H  -0.6118  -0.2376  -1.7036  0.10